{
  "formula": "C3H10N3",
  "method": "ωB97M-V/def2-TZVPD",
  "symbols": ["C", "C", "N", "C", "N", "N", "H", "H", "H", "H", "H", "H", "H", "H", "H", "H"],
  "xyz": [[1.87279, 0.78673, -0.91610], [1.23904, -0.33606, -0.05564], [-0.09974, -0.58983, -0.44707], [-1.17368, -0.29786, 0.29865], [-2.29288, -1.03492, 0.31020], [-1.15722, 0.75326, 1.27126], [2.74612, 0.68302, -1.51429], [2.25589, 1.61614, -0.29699], [1.24310, 1.09446, -1.76252], [1.96267, -1.19938, -0.34037], [1.31821, -0.11520, 1.08217], [-0.20152, -0.99180, -1.36487], [-2.57715, -1.71552, -0.51987], [-3.19104, -0.68563, 0.78571], [-1.61264, 0.69021, 2.10773], [-0.33197, 1.34239, 1.36200]],
  "mulliken_spin": [0.210, 0.086, 0.449, -0.045, 0.108, 0.047, 0.001, 0.045, 0.000, 0.129, -0.006, -0.022, -0.002, 0.001, 0.000, 0.000],
  "s2": 0.757,
  "spin_multiplicity": 2,
  "gap_ev": [11.917, 5.991],
  "largest_force_ev_per_a": 7.0,
  "homo_ev": [-20.758, -20.378],
  "charge": 2
}

---

{
  "formula": "C3H10N3O",
  "method": "ωB97M-V/def2-TZVPD",
  "symbols": ["C", "C", "C", "N", "N", "N", "O", "H", "H", "H", "H", "H", "H", "H", "H", "H", "H"],
  "xyz": [[-1.17968, 0.26566, 0.04856], [0.24436, 0.61687, 0.50745], [-1.54457, -1.13555, 0.47293], [0.83968, -0.30240, -1.54935], [0.67517, 1.91610, 0.21749], [0.96350, -0.24853, 1.23445], [-1.77112, 0.93909, -0.72722], [-2.61315, -1.38412, 0.24706], [-1.44908, -1.12246, 1.59074], [-0.97525, -1.97625, 0.27215], [1.62676, 0.34183, -1.68331], [1.01684, -1.35397, -1.57117], [1.50379, 2.32613, 0.45840], [0.15528, 2.51528, -0.43754], [0.52036, -1.14578, 1.64631], [0.02122, -0.12070, -2.11456], [1.96589, -0.13121, 1.38761]],
  "lowdin_charge": [-0.399, -0.275, -0.003, 0.063, 0.206, 0.173, 0.160, 0.126, 0.107, 0.061, 0.074, 0.109, 0.085, 0.144, 0.168, 0.056, 0.145],
  "gap_ev": 9.705,
  "largest_force_ev_per_a": 4.8,
  "homo_ev": -14.370,
  "charge": 1
}

---

{
  "formula": "C3H10N3O",
  "method": "ωB97M-V/def2-TZVPD",
  "symbols": ["C", "N", "O", "H", "H", "H", "C", "C", "N", "N", "H", "H", "H", "H", "H", "H", "H"],
  "xyz": [[-1.58408, -1.41382, -0.47417], [-2.68920, -0.73085, -0.07117], [-0.96030, -1.19831, -1.51768], [-1.24900, -2.15154, 0.25843], [-3.29370, -1.09078, 0.64625], [-3.03583, -0.06174, -0.72639], [0.64674, 0.68225, 0.83772], [1.56578, 0.90115, -0.14537], [1.43687, 0.17235, -1.45069], [0.64814, 1.27698, 2.12822], [-0.19768, -0.02707, 0.75907], [2.44504, 1.56162, -0.09296], [2.15140, -0.55740, -1.58761], [0.50247, -0.28709, -1.56054], [1.54232, 0.87817, -2.17364], [1.57475, 1.56549, 2.39579], [0.49625, 0.48060, 2.77473]],
  "lowdin_charge": [-0.373, 0.167, -0.032, 0.141, 0.117, 0.116, -0.153, -0.068, 0.173, 0.062, 0.092, 0.129, 0.176, 0.095, 0.161, 0.087, 0.111],
  "gap_ev": 10.412,
  "largest_force_ev_per_a": 2.1,
  "homo_ev": -13.380,
  "charge": 1
}

---

Here are the calculated DFT total energy numbers, same order: -283.7824 -359.5479 -359.5689 (hartree).
Here are the calculated energy relative to the best compared isomer or geometry (same formula, charge and spin) numbers, same order: 66.5 57.7 44.5 (kcal per mole).